Formula: C93H86F3Li3N16O21
Source: OMol25
Level of theory: ωB97M-V with the def2-TZVPD basis set

Geometry as XYZ:
```
222
Properties=species:S:1:pos:R:3
Li 16.6378 25.0304 -4.1885
Li 19.2239 21.2954 -5.8697
Li 20.0215 23.8016 -3.7596
C 17.7602 23.8055 -5.8341
O 18.1944 22.9309 -6.4808
O 16.8008 24.4954 -6.2692
O 18.2484 24.1579 -4.7580
C 20.8194 20.9236 -3.2127
O 21.5187 21.7177 -2.2671
O 20.3741 21.7458 -4.2063
C 21.6058 19.6271 -3.7608
F 22.0033 18.9529 -2.6643
F 20.6696 18.9010 -4.3926
F 22.7202 19.9028 -4.5120
C 21.3478 21.3802 -0.8334
C 21.7747 22.6482 -0.0607
H 22.0548 22.3723 0.9560
H 22.5139 23.1951 -0.6460
H 20.9147 23.3094 -0.1661
H 22.0290 20.5889 -0.5206
H 20.3436 21.2134 -0.4437
H 19.9284 20.5879 -2.6821
C 18.1451 19.8677 3.1450
C 18.8678 20.7648 2.4115
C 19.2243 21.9966 2.9613
C 18.9696 22.2905 4.2710
C 18.2917 21.3075 5.0512
C 17.9110 20.0835 4.5060
N 19.2825 23.5618 4.8618
O 18.6194 24.0881 5.7560
O 20.3460 24.0413 4.5685
H 17.9403 18.8738 2.7753
H 19.2321 20.5217 1.4243
H 19.8011 22.7236 2.4090
H 18.1896 21.4418 6.1180
H 17.7402 19.1406 5.0042
C 24.8842 18.6550 1.4941
C 25.5113 19.5400 0.6466
C 26.7368 19.1843 0.0979
C 27.2247 17.8574 0.2246
C 26.5339 16.9327 0.9617
C 25.4541 17.3805 1.7726
N 28.5291 17.4804 -0.4353
O 29.0684 16.4396 -0.2994
O 29.0355 18.3063 -1.1798
H 23.9899 18.8911 2.0515
H 25.0924 20.5174 0.4580
H 27.3492 19.9391 -0.3729
H 26.8872 15.9299 1.1515
H 25.0348 16.6790 2.4787
C 16.1888 15.6884 -0.4698
C 16.5768 16.3760 -1.6218
C 16.5770 17.7633 -1.5121
C 16.2613 18.4855 -0.3357
C 15.9228 17.7611 0.8064
C 15.9552 16.3322 0.7853
N 16.3485 19.9472 -0.2165
O 17.1119 20.5756 -0.9862
O 15.6048 20.4608 0.6324
H 15.9849 14.6300 -0.5374
H 16.5516 15.8753 -2.5784
H 16.9230 18.4373 -2.2818
H 15.9493 18.2516 1.7682
H 15.7651 15.8347 1.7248
C 24.9014 15.6758 -1.9462
C 25.0535 17.0124 -2.0045
C 25.6860 17.6197 -3.0477
C 26.2199 16.8657 -4.1063
C 25.9250 15.4662 -4.1111
C 25.1920 14.9541 -3.0859
N 26.8878 17.5929 -5.2254
O 26.5504 18.7308 -5.5747
O 27.7718 17.0420 -5.8180
H 24.2190 15.3263 -1.1855
H 24.6588 17.6054 -1.1928
H 25.7264 18.6963 -3.1232
H 26.1423 14.8930 -5.0003
H 24.9083 13.9121 -3.0793
C 19.9747 14.3490 -2.3109
C 19.8916 15.6555 -2.6639
C 20.0232 16.6218 -1.6494
C 20.5059 16.3075 -0.3571
C 20.6746 14.9914 -0.0885
C 20.5128 14.0337 -1.0521
N 20.9264 17.4279 0.5574
O 21.8889 17.2767 1.2892
O 20.4094 18.5400 0.4236
H 20.0007 13.6138 -3.1016
H 19.4894 15.8860 -3.6394
H 19.9672 17.6661 -1.9189
H 20.9597 14.5317 0.8462
H 20.6303 13.0091 -0.7316
C 22.9721 22.6864 8.8758
C 22.0562 21.8267 9.4988
C 21.3070 20.9668 8.6675
C 21.6294 20.8475 7.2819
C 22.6706 21.6538 6.7812
C 23.3069 22.6311 7.5546
N 20.8777 19.8467 6.4097
O 21.0329 19.7471 5.2089
O 19.9423 19.2527 6.9375
H 23.5375 23.2753 9.5829
H 21.9029 21.8694 10.5670
H 20.5088 20.3448 9.0450
H 23.0234 21.5204 5.7692
H 24.0529 23.2947 7.1430
C 23.5789 26.4694 -0.4877
C 23.4262 26.8332 0.8539
C 24.4550 27.2534 1.6370
C 25.6883 27.5591 1.0541
C 25.8043 27.3902 -0.3266
C 24.7840 26.7988 -1.1309
N 26.8501 27.8748 1.9148
O 27.9344 27.8568 1.3703
O 26.6336 28.1594 3.0946
H 22.7961 25.9606 -1.0305
H 22.4854 26.7541 1.3782
H 24.2796 27.4604 2.6824
H 26.7343 27.3997 -0.8755
H 25.0548 26.5118 -2.1363
C 27.9784 21.2842 -11.3466
C 28.3018 21.1223 -9.9933
C 27.3734 21.6749 -9.0029
C 26.1001 22.1888 -9.4052
C 25.8092 22.2741 -10.8037
C 26.7535 21.8292 -11.7752
N 25.0561 22.5662 -8.4478
O 24.0158 23.0688 -8.8464
O 25.1771 22.2724 -7.3027
H 28.7362 20.8761 -11.9989
H 29.3225 20.7864 -9.8852
H 27.7307 21.8519 -7.9992
H 24.8523 22.6464 -11.1385
H 26.5144 21.8470 -12.8283
N 20.5507 20.6196 -7.4555
C 19.9242 20.1062 -8.5100
C 20.5792 19.5381 -9.6016
C 21.9706 19.4046 -9.5277
C 22.6111 19.9618 -8.4964
C 21.8788 20.6346 -7.5227
H 18.8916 20.3492 -8.7126
H 19.9621 19.2515 -10.4402
H 22.5406 18.8949 -10.2904
H 23.6849 19.8470 -8.4831
H 22.3025 21.1935 -6.7014
N 21.6322 25.0934 -4.2201
C 22.5927 24.3885 -4.8109
C 23.8260 24.9790 -5.2560
C 24.0982 26.3265 -4.9084
C 23.1017 27.0278 -4.1900
C 21.8938 26.3874 -3.8178
H 22.3235 23.3638 -5.0206
H 24.5137 24.4278 -5.8802
H 24.9836 26.8654 -5.2119
H 23.4030 28.0026 -3.8359
H 21.1706 26.9725 -3.2692
N 24.5650 22.1887 2.6374
C 25.7427 22.7134 2.2152
C 26.2422 23.9178 2.6981
C 25.4721 24.7163 3.6122
C 24.1745 24.2627 3.9009
C 23.7842 22.9748 3.4398
H 26.3639 22.1048 1.5747
H 27.2655 24.0788 2.3926
H 25.8980 25.6309 3.9974
H 23.6190 24.9755 4.4923
H 22.7322 22.7852 3.5937
N 27.0451 22.7664 -1.1216
C 27.6580 21.8873 -1.9513
C 27.0376 21.3973 -3.1217
C 25.7358 21.7471 -3.3032
C 24.9738 22.4638 -2.4327
C 25.6880 23.0164 -1.3253
H 28.6823 21.5702 -1.8221
H 27.5846 20.7685 -3.8085
H 25.3260 21.3827 -4.2337
H 23.9252 22.6469 -2.6153
H 25.0470 23.5592 -0.6465
N 19.8738 14.2495 -7.1906
C 19.7124 14.9150 -8.3305
C 20.1514 16.2616 -8.5636
C 20.8111 16.8875 -7.4807
C 21.0978 16.1298 -6.3565
C 20.5784 14.8652 -6.2675
H 19.3336 14.4148 -9.2095
H 19.8721 16.7794 -9.4693
H 21.2458 17.8762 -7.4721
H 21.7125 16.5948 -5.6000
H 20.5572 14.4414 -5.2744
N 17.6970 19.7096 -5.9461
C 16.6136 20.1152 -5.2459
C 15.4562 19.3221 -5.2395
C 15.4364 18.0425 -5.7937
C 16.5663 17.5869 -6.4158
C 17.6963 18.4984 -6.5233
H 16.5852 21.1498 -4.9373
H 14.6301 19.6922 -4.6504
H 14.5360 17.4535 -5.7002
H 16.4581 16.5926 -6.8233
H 18.4720 18.3508 -7.2600
N 18.9884 23.0226 -9.5800
C 18.7473 22.2320 -10.6632
C 19.6618 22.0194 -11.6720
C 20.9262 22.5414 -11.4438
C 21.2243 23.3299 -10.3723
C 20.2166 23.6144 -9.4204
H 17.6981 21.9949 -10.5674
H 19.4533 21.4517 -12.5668
H 21.7304 22.4042 -12.1515
H 22.2520 23.6587 -10.3252
H 20.5050 24.0163 -8.4604
N 19.4437 24.4975 -1.8466
C 19.8516 25.4357 -0.9320
C 19.3716 25.4736 0.3840
C 18.2981 24.6473 0.7658
C 17.7300 23.7380 -0.2079
C 18.4202 23.6836 -1.4262
H 20.7247 26.0043 -1.2164
H 19.7164 26.1482 1.1536
H 17.8694 24.7687 1.7496
H 16.8936 23.1052 0.0498
H 18.1896 23.1141 -2.3144
```

Its total charge is 0. The HOMO energy comes out at -6.45 eV. The frontier orbital gap is 5.407 eV. The calculation puts the energy at -6373.03336 Eh.

Results of the Mulliken charge analysis, in e, for atoms 1 through 99: Li 0.693; Li 1.266; Li 1.212; C 0.421; O -0.675; O -1.022; O -0.757; C -0.375; O 1.119; O -0.660; C -0.292; F 0.039; F 0.015; F 0.008; C 0.077; C 0.972; H 0.194; H -0.942; H -0.812; H 0.341; H -0.206; H -0.072; C -0.311; C 0.060; C -0.054; C -0.368; C -0.574; C -1.002; N 1.166; O -0.661; O -0.559; H 0.597; H 0.147; H 0.714; H 0.459; H 0.324; C -0.710; C -0.391; C 0.294; C -0.434; C -0.439; C -0.838; N 1.122; O -0.649; O -0.618; H 0.673; H 0.642; H 0.364; H 0.529; H 0.419; C -0.405; C -0.666; C -0.070; C -0.203; C -0.334; C -1.076; N 1.083; O -0.434; O -0.587; H 0.417; H 0.542; H 0.561; H 0.740; H 0.462; C -0.650; C -0.317; C 0.232; C -0.081; C -0.537; C -0.918; N 1.065; O -0.520; O -0.599; H 0.441; H 0.505; H 0.434; H 0.457; H 0.447; C -1.057; C -0.991; C 0.357; C -0.585; C -0.487; C -0.643; N 0.844; O -0.508; O -0.120; H 0.467; H 1.057; H 0.737; H 0.414; H 0.463; C -0.300; C -0.753; C -0.305; C -0.214; C 0.107; C -0.605; N 0.925